1.
{
  "formula": "C11H5Cl20F",
  "method": "ωB97M-V/def2-TZVPD",
  "symbols": ["F", "C", "C", "C", "C", "C", "C", "H", "H", "H", "H", "H", "C", "Cl", "Cl", "Cl", "Cl", "C", "Cl", "Cl", "Cl", "Cl", "C", "Cl", "Cl", "Cl", "Cl", "C", "Cl", "Cl", "Cl", "Cl", "C", "Cl", "Cl", "Cl", "Cl"],
  "positions_angstrom": [[1.13860, -1.61313, -1.85281], [0.29503, -0.75872, -1.26949], [-0.95684, -0.56280, -1.84569], [-1.85525, 0.37243, -1.29329], [-1.45398, 1.05596, -0.12844], [-0.17015, 0.89696, 0.43811], [0.66087, -0.09548, -0.09031], [-1.26055, -1.08945, -2.73832], [-2.82227, 0.49261, -1.75894], [-1.98882, 1.76020, 0.49155], [0.05519, 1.45495, 1.33493], [1.62650, -0.33461, 0.33012], [3.48688, 0.85640, -3.23884], [4.20699, 0.20762, -1.69789], [4.71574, 1.52615, -4.18009], [2.67407, -0.39369, -4.10739], [2.34726, 2.13297, -2.67959], [2.69457, 2.19578, 3.33683], [3.67262, 2.33680, 4.78235], [2.17011, 3.72298, 2.87348], [3.65958, 1.68467, 1.95689], [1.30939, 1.05042, 3.60788], [-5.26135, -1.66257, -3.10589], [-5.05862, -1.28708, -1.33592], [-4.38301, -0.59324, -4.19140], [-4.84647, -3.29845, -3.34446], [-7.00132, -1.61604, -3.50313], [-2.63587, 2.60765, 3.84757], [-2.64459, 0.95190, 3.27541], [-2.71637, 3.75818, 2.41882], [-3.94587, 2.79053, 4.96054], [-1.04123, 2.94148, 4.59918], [3.11841, -4.29320, 0.80240], [2.18997, -4.50280, -0.69361], [3.53215, -2.51966, 1.00071], [1.98216, -4.79519, 2.09365], [4.50646, -5.38051, 0.90506]],
  "lumo_energy_ev": [1.62, 1.62],
  "e_homo_ev": [-0.4, -6.4],
  "total_charge": -1,
  "largest_force_ha_per_bohr": 0.0591,
  "multiplicity": 2,
  "homo_lumo_gap_ev": [2.06, 7.97]
}


2.
{
  "formula": "C2HO3Pr",
  "method": "ωB97M-V/def2-TZVPD",
  "symbols": ["H", "O", "O", "O", "C", "C", "Pr"],
  "positions_angstrom": [[-1.11750, -1.71147, 1.41576], [0.44348, -0.75234, 2.23563], [0.38179, 1.36137, -2.89307], [-0.00753, 0.11581, -0.92897], [-0.44160, -0.83026, 1.34235], [-0.01757, 0.47155, -2.29582], [0.75893, 1.34535, 1.12412]],
  "lumo_energy_ev": [-11.26, -11.04],
  "e_homo_ev": [-18.0, -18.5],
  "total_charge": 2,
  "relative_energy_ev": 2.599,
  "largest_force_ha_per_bohr": 0.1762,
  "multiplicity": 3,
  "homo_lumo_gap_ev": [6.72, 7.44]
}


3.
{
  "formula": "C28H26N6O3RhS2SbSe4",
  "method": "ωB97M-V/def2-TZVPD",
  "symbols": ["Rh", "N", "C", "C", "C", "C", "C", "C", "C", "C", "C", "C", "C", "C", "N", "C", "C", "C", "C", "N", "H", "H", "H", "H", "H", "H", "H", "H", "H", "H", "Se", "Sb", "Se", "Se", "Se", "O", "S", "O", "N", "C", "O", "C", "C", "C", "C", "C", "C", "H", "H", "H", "H", "C", "C", "N", "C", "S", "N", "C", "C", "H", "H", "H", "H", "H", "H", "H", "H", "H", "H", "H", "H"],
  "positions_angstrom": [[-0.07500, -0.02759, 0.23769], [-0.96467, 6.96018, 7.75658], [-0.87898, 6.19880, 6.90080], [-0.77128, 5.24620, 5.82741], [-0.05910, 4.06439, 6.01661], [0.05209, 3.15690, 4.97835], [-0.55509, 3.41138, 3.75097], [-1.27197, 4.59153, 3.57288], [-1.37674, 5.51038, 4.60140], [-0.42150, 2.43285, 2.63837], [-1.59031, 1.84831, 2.15127], [-2.90019, 2.03317, 2.66433], [-3.74465, 1.25486, 1.90758], [-2.93572, 0.60361, 0.95999], [-1.65577, 0.95215, 1.08891], [0.86415, 2.19380, 2.16509], [2.05618, 2.87626, 2.52388], [3.06762, 2.36018, 1.74759], [2.47895, 1.37401, 0.93406], [1.17309, 1.27496, 1.17076], [0.40367, 3.86451, 6.97328], [0.60152, 2.23534, 5.11870], [-1.73747, 4.79182, 2.61673], [-1.92342, 6.43285, 4.46171], [-3.16293, 2.66260, 3.49814], [-4.81135, 1.14421, 2.01015], [-3.23846, -0.10580, 0.20791], [2.12839, 3.67106, 3.24810], [4.10575, 2.64771, 1.74055], [2.95605, 0.74765, 0.20041], [-1.09239, -5.90635, 1.56660], [0.33960, -4.06076, 1.08997], [0.63685, -3.82580, -1.37631], [2.52167, -4.47205, 2.22505], [-0.37606, -1.80687, 1.90349], [0.74606, 0.31201, -4.77340], [1.85644, 0.61136, -3.90248], [2.55728, 1.84268, -4.11940], [1.37266, 0.47895, -2.34190], [1.88134, -0.59146, -1.78170], [1.57589, -0.98115, -0.61281], [2.87482, -1.33662, -2.60989], [3.62974, -2.44741, -2.27999], [4.47499, -2.97185, -3.25146], [4.55537, -2.39678, -4.51591], [3.79793, -1.27674, -4.84480], [2.97295, -0.76771, -3.86604], [3.56331, -2.88683, -1.29481], [5.07742, -3.84107, -3.02342], [5.22139, -2.82515, -5.25335], [3.85667, -0.82343, -5.82494], [-2.79911, 3.00200, -3.76087], [-1.44905, 2.30582, -3.66267], [-1.40260, 1.32926, -2.57536], [-1.74199, 0.04566, -2.69472], [-1.46235, -1.08894, -1.43310], [-2.36314, -0.35518, -3.80080], [-2.85078, -1.70644, -4.05872], [-4.30873, -1.87928, -3.66239], [-2.77300, 3.75993, -4.54397], [-3.04851, 3.48728, -2.81771], [-3.60217, 2.30086, -3.99538], [-0.66164, 3.02957, -3.45654], [-1.15975, 1.82417, -4.59991], [-0.71373, 1.50295, -1.85764], [-2.47023, 0.31985, -4.53975], [-2.21733, -2.40188, -3.51038], [-2.70321, -1.90236, -5.12046], [-4.42045, -1.81314, -2.58001], [-4.67482, -2.85364, -3.98622], [-4.93197, -1.11102, -4.12245]],
  "lumo_energy_ev": [-1.24, -2.96],
  "e_homo_ev": [-8.1, -8.1],
  "total_charge": 0,
  "largest_force_ha_per_bohr": 0.0079,
  "multiplicity": 5,
  "homo_lumo_gap_ev": [6.84, 5.13]
}


4.
{
  "formula": "C8H15BF2InN2O3",
  "method": "ωB97M-V/def2-TZVPD",
  "symbols": ["In", "N", "C", "C", "O", "O", "H", "H", "H", "H", "F", "B", "F", "O", "C", "C", "C", "C", "C", "C", "N", "H", "H", "H", "H", "H", "H", "H", "H", "H", "H", "H"],
  "positions_angstrom": [[1.39108, -1.02900, -0.01890], [4.56113, -1.57147, 1.17303], [4.38915, -1.20958, 2.58923], [3.25993, -0.19996, 2.59546], [3.68458, 1.08966, 2.69884], [2.09053, -0.48245, 2.51714], [4.81994, -2.54413, 1.08203], [5.30451, -1.02622, 0.75501], [5.28360, -0.78795, 3.04427], [4.06467, -2.07856, 3.15542], [2.33965, 1.95667, 0.98091], [3.17607, 2.14596, 2.00884], [3.47876, 3.37353, 2.33806], [-0.88137, -1.61084, -0.68145], [-1.96453, -1.35345, -1.21599], [-2.09118, -1.07304, -2.68481], [-2.51078, 0.42430, -2.79195], [-2.08663, 1.32857, -1.60594], [-3.02356, 1.32799, -0.37848], [-2.95561, 0.03971, 0.45382], [-3.07470, -1.09335, -0.47712], [-2.83271, -1.71842, -3.15713], [-1.12632, -1.25065, -3.15402], [-3.59390, 0.49696, -2.91056], [-2.07663, 0.82498, -3.70744], [-2.05030, 2.35214, -1.97884], [-1.06880, 1.07357, -1.29019], [-4.05216, 1.46745, -0.72452], [-2.78510, 2.18455, 0.25565], [-3.75351, -0.00573, 1.19208], [-2.00375, -0.04571, 0.97455], [-3.91205, -1.00556, -1.03703]],
  "lumo_energy_ev": -3.39,
  "e_homo_ev": -12.9,
  "total_charge": 1,
  "largest_force_ha_per_bohr": 0.0205,
  "multiplicity": 1,
  "homo_lumo_gap_ev": 9.48
}


5.
{
  "formula": "C7H15N",
  "method": "ωB97M-V/def2-TZVPD",
  "symbols": ["H", "N", "C", "C", "C", "C", "C", "C", "C", "H", "H", "H", "H", "H", "H", "H", "H", "H", "H", "H", "H", "H", "H"],
  "positions_angstrom": [[2.18049, -1.16928, 2.20664], [1.37314, -1.31871, 1.59181], [1.48912, -0.64119, 0.49648], [2.69732, 0.21732, 0.22389], [0.41121, -0.72246, -0.56848], [-0.88954, 0.05682, -0.25590], [-1.73304, -0.67901, 0.79958], [-1.71485, 0.14614, -1.55532], [-0.59949, 1.48495, 0.23326], [3.26625, -0.22269, -0.59998], [2.37945, 1.22292, -0.06181], [3.34046, 0.28529, 1.10465], [0.18556, -1.78381, -0.73470], [0.85075, -0.35170, -1.50338], [-2.69396, -0.17493, 0.95597], [-1.22785, -0.71915, 1.76937], [-1.94791, -1.70747, 0.48815], [-1.17062, 0.69577, -2.33195], [-2.66576, 0.66478, -1.38876], [-1.94264, -0.85089, -1.94881], [0.02454, 2.02971, -0.48343], [-0.08469, 1.48448, 1.20017], [-1.52794, 2.05312, 0.36256]],
  "lumo_energy_ev": 0.87,
  "e_homo_ev": -9.7,
  "total_charge": 0,
  "relative_energy_ev": 0.000,
  "smiles": "[H]/N=C(\\C)CC(C)(C)C",
  "largest_force_ha_per_bohr": 0.0362,
  "multiplicity": 1,
  "homo_lumo_gap_ev": 10.53
}


6.
{
  "formula": "C29H54BrN3O3",
  "method": "ωB97M-V/def2-TZVPD",
  "symbols": ["C", "C", "O", "C", "C", "C", "N", "C", "Br", "C", "C", "C", "C", "O", "N", "N", "C", "O", "H", "H", "H", "H", "H", "H", "H", "H", "H", "H", "H", "H", "C", "C", "C", "C", "C", "C", "H", "H", "H", "H", "H", "H", "H", "H", "H", "H", "H", "H", "H", "H", "C", "C", "C", "C", "C", "C", "H", "H", "H", "H", "H", "H", "H", "H", "H", "H", "H", "H", "H", "H", "C", "C", "C", "C", "C", "C", "H", "H", "H", "H", "H", "H", "H", "H", "H", "H", "H", "H", "H", "H"],
  "positions_angstrom": [[3.86623, 1.32646, -1.05134], [3.53124, 0.79898, -2.52996], [4.24468, -0.45791, -2.72955], [1.95276, 0.69246, -2.84275], [1.10621, -0.03836, -1.70180], [1.24183, -1.56483, -1.33354], [2.16660, -2.45079, -2.04228], [0.37210, -2.20896, -0.18345], [0.46764, -4.13885, 0.29260], [-0.62871, -1.36206, 0.65515], [-0.75349, 0.12849, 0.28485], [0.07672, 0.76061, -0.87521], [-0.39899, 2.27894, -0.93364], [0.13813, 3.30889, -1.38449], [-1.70143, 2.26627, -0.23922], [-2.82738, 1.90310, -0.97439], [-1.63733, 1.31085, 0.88352], [-2.13652, 1.46767, 2.01206], [5.00029, 1.26765, -0.87051], [3.39078, 0.59299, -0.30695], [3.50117, 2.40300, -0.93246], [4.00595, 1.54016, -3.28077], [4.32051, -0.82552, -1.81819], [1.57143, 1.78446, -2.87043], [1.80234, 0.22487, -3.88615], [1.77685, -2.76096, -2.94268], [2.46455, -3.24384, -1.45976], [-1.27155, -1.78170, 1.49153], [-3.16035, 2.65535, -1.58770], [-2.71115, 1.00522, -1.47017], [10.37328, 2.30192, -3.77026], [9.24148, 2.57779, -4.75078], [7.86259, 2.61092, -4.08923], [7.41935, 1.29872, -3.43498], [7.38204, 0.08496, -4.36420], [6.38879, 0.23273, -5.50797], [10.27485, 1.31757, -3.30650], [11.33536, 2.32738, -4.28892], [10.39669, 3.05615, -2.97875], [9.26328, 1.83727, -5.55617], [9.42088, 3.55126, -5.22254], [7.12199, 2.91318, -4.83758], [7.85414, 3.39721, -3.32564], [6.42095, 1.44749, -3.00687], [8.07693, 1.07310, -2.58872], [7.10384, -0.79422, -3.77436], [8.37891, -0.11949, -4.76803], [5.37740, 0.39685, -5.12552], [6.37577, -0.67656, -6.11522], [6.64897, 1.06638, -6.16533], [-3.75700, -6.23822, 1.13152], [-5.06354, -5.55413, 0.75230], [-4.95820, -4.71292, -0.52093], [-3.97908, -3.53769, -0.44810], [-4.24947, -2.52956, 0.67015], [-5.59391, -1.82755, 0.53726], [-2.97080, -5.51249, 1.35389], [-3.89945, -6.85383, 2.02367], [-3.40851, -6.88902, 0.32468], [-5.41531, -4.94248, 1.58876], [-5.82586, -6.32601, 0.59332], [-5.95551, -4.34089, -0.77895], [-4.65721, -5.36181, -1.35130], [-3.99930, -3.01262, -1.41065], [-2.95838, -3.92018, -0.33744], [-3.45929, -1.77201, 0.65175], [-4.18507, -3.01647, 1.64872], [-5.66419, -1.29908, -0.41787], [-5.71661, -1.09304, 1.33789], [-6.42674, -2.53188, 0.60375], [-2.77546, 2.71001, 4.82840], [-3.68095, 1.52874, 5.14770], [-5.10946, 1.70449, 4.62980], [-5.88209, 2.88330, 5.22928], [-6.01324, 2.87162, 6.75296], [-6.78509, 1.67054, 7.28218], [-3.12366, 3.62772, 5.30933], [-1.76113, 2.51414, 5.18673], [-2.72524, 2.88199, 3.75134], [-3.68322, 1.34728, 6.22727], [-3.25487, 0.63047, 4.68526], [-5.66400, 0.77670, 4.80883], [-5.07924, 1.82951, 3.54148], [-6.88566, 2.89752, 4.78740], [-5.40816, 3.82220, 4.92482], [-6.53452, 3.78345, 7.06264], [-5.02530, 2.90875, 7.22267], [-7.79205, 1.63668, 6.85629], [-6.88170, 1.73352, 8.36965], [-6.28017, 0.72997, 7.04872]],
  "lumo_energy_ev": -1.09,
  "e_homo_ev": -9.1,
  "total_charge": 0,
  "relative_energy_ev": 4.697,
  "smiles": "C[C@@H](O)Cc1c(N)c(Br)cc2c1C(=O)N(N)C2=O.CCCCCC.CCCCCC.CCCCCC",
  "largest_force_ha_per_bohr": 0.0916,
  "multiplicity": 1,
  "homo_lumo_gap_ev": 8.03
}